{"formula": "C8H13ClN6", "method": "ωB97M-V/def2-TZVPD", "total_charge": 2, "orbital_gap_ev": [8.73, 5.66], "multiplicity": 3, "total_energy_ev": -29948.9157, "e_homo_ev": [-14.97, -16.28], "species": ["C", "C", "C", "C", "C", "C", "C", "C", "N", "N", "N", "N", "N", "N", "Cl", "H", "H", "H", "H", "H", "H", "H", "H", "H", "H", "H", "H", "H"], "xyz": [[2.07338, 0.61117, -0.92677], [0.64666, -1.10863, -1.88279], [3.22515, -0.02681, -1.29031], [1.75761, -1.64464, -2.47999], [0.75337, 0.12740, -1.20247], [3.03055, -1.07438, -2.22919], [-2.40971, 1.30227, -0.05599], [-0.18536, -0.10372, 2.60154], [-3.54208, 1.73143, -0.59203], [-2.03631, 1.10262, 1.15061], [0.53614, -1.15251, 2.05853], [-0.21143, 0.77386, -0.57239], [-0.47998, -0.13185, 3.81645], [-1.39981, 0.80456, -0.95905], [4.37107, -1.78420, -3.00981], [2.23063, 1.56467, -0.34487], [-0.36994, -1.47116, -2.10550], [4.32018, 0.27622, -1.11330], [1.73971, -2.47847, -3.34303], [-4.41216, 1.91440, -0.01413], [-3.81776, 1.83096, -1.67752], [-2.73994, 1.22001, 1.80808], [-1.03667, 0.79069, 1.87747], [0.23137, -1.38918, 1.10188], [0.74974, -1.91434, 2.58210], [-0.35732, -1.02323, 4.39886], [-0.80411, 0.72280, 4.24746], [-1.86296, 0.53006, -1.84383]]}

=====

{"formula": "C8H13ClO", "method": "ωB97M-V/def2-TZVPD", "smiles": "C#C[C@@](O)(Cl)CCCCC", "orbital_gap_ev": 11.11, "total_energy_ev": -23072.2151, "e_homo_ev": -10.41, "species": ["C", "C", "C", "O", "Cl", "C", "C", "C", "C", "C", "H", "H", "H", "H", "H", "H", "H", "H", "H", "H", "H", "H", "H"], "xyz": [[-3.90858, -2.40999, 0.63980], [-3.53779, -1.29361, 0.49549], [-2.94661, 0.26948, -0.33507], [-3.14710, 0.30172, -1.63734], [-4.27784, 1.52211, 0.32964], [-1.58680, 0.58099, 0.12500], [-0.68645, -0.36530, -0.62078], [0.75258, -0.50269, -0.17340], [1.40834, 0.81294, 0.23957], [2.92228, 0.55580, 0.58805], [-4.50269, -3.19178, 1.03228], [-3.87250, -0.28239, -1.81853], [-1.38347, 1.66334, -0.16255], [-1.42406, 0.42601, 1.24347], [-1.10837, -1.43840, -0.67873], [-0.66797, -0.12139, -1.66940], [1.17508, -0.86751, -1.12248], [0.69892, -1.36238, 0.50005], [0.93819, 1.38435, 0.97864], [1.24614, 1.36638, -0.62866], [3.33584, 0.55544, -0.42036], [3.30390, 1.28648, 1.18734], [3.14656, -0.43020, 1.19118]]}

=====

{"formula": "C8H13ClO4Sn", "method": "ωB97M-V/def2-TZVPD", "orbital_gap_ev": [6.85, 4.16], "total_energy_ev": -35034.2308, "e_homo_ev": [-8.64, -7.41], "species": ["C", "C", "C", "H", "C", "H", "H", "H", "C", "H", "H", "C", "H", "H", "C", "H", "H", "C", "H", "H", "Sn", "H", "O", "Cl", "O", "O", "O"], "xyz": [[-1.15569, -1.13592, -0.68223], [1.71021, -0.24692, -1.58923], [-1.55239, 0.12118, -0.91323], [-1.62629, -1.64432, 0.16037], [1.42521, 1.02608, -1.29043], [2.66921, -0.62512, -1.23413], [-2.29139, 0.53048, -0.22413], [2.18901, 1.57598, -0.73893], [-1.08659, 1.07908, -1.98343], [-1.87479, 1.82288, -2.14983], [-0.94489, 0.57218, -2.93973], [-0.14449, -1.98492, -1.40713], [-0.67529, -2.74782, -1.99813], [0.41941, -2.54672, -0.64913], [0.86421, -1.25862, -2.32433], [0.34281, -0.80562, -3.16933], [1.52741, -2.02012, -2.75163], [0.19751, 1.84428, -1.59423], [0.43611, 2.56508, -2.39203], [-0.01959, 2.45588, -0.70723], [-0.04749, -0.06412, 2.65017], [-1.40699, 0.07638, 2.08657], [-1.07149, 0.67048, 6.28587], [0.21591, 0.29188, 5.23887], [1.70021, 0.16948, 6.06247], [-0.11059, -1.11222, 4.32077], [0.31071, 1.39118, 3.93347]]}

=====

| no. | maximum force (eV/A) |
| --- | --- |
| 1 | 5.6 |
| 2 | 6.9 |
| 3 | 7.0 |